[1]
Molecular formula: C6H14N4
Method: DFT, ωB97M-V/def2-TZVPD

The geometry in XYZ format:
```
24
C6H14N4, DFT ωB97M-V/def2-TZVPD
C -0.6823 -0.9424 0.4166
C 1.8883 0.0674 -0.1118
C 0.1051 1.5239 0.9276
C -1.0462 1.3593 -0.1479
C 1.0152 0.3879 0.9928
C -2.6264 -0.4327 -0.7411
N -1.2554 -0.0771 -0.3008
N 2.2278 0.9979 -1.0046
N -0.9111 -2.1104 0.7854
N 2.4940 -1.1807 -0.1807
H 0.6954 2.3422 0.7735
H -0.3826 1.8213 1.8932
H -2.0276 1.7372 0.3164
H -0.9415 1.8210 -1.1256
H 1.3750 0.0812 1.9302
H -3.3392 -0.7104 0.0005
H -2.8647 0.4229 -1.3845
H -2.3503 -1.2815 -1.4158
H 1.8502 1.9648 -1.0518
H 2.8624 0.6308 -1.7386
H -0.2182 -2.5645 1.3388
H -1.5178 -2.7629 0.1405
H 2.3817 -1.7866 0.5817
H 3.2680 -1.3087 -0.8941
```

Computed properties:
SMILES: C[N+](=C=[NH2+])CCC=C(N)N
HOMO-LUMO gap: 9.33 eV
LUMO energy: -0.327 Eh
total charge: +2
maximum force: 0.1426 Eh/bohr
energy above the lowest of the compared OMol25 structures with the same formula, charge and spin: 72.9 kcal/mol
2S+1: 1

Löwdin atomic charge list, values in e, 4 entries: C -0.164; C -0.311; C -0.131; C -0.066

---

[2]
Molecular formula: C6H14N4O2
Method: DFT, ωB97M-V/def2-TZVPD

The geometry in XYZ format:
```
26
C6H14N4O2, DFT ωB97M-V/def2-TZVPD
C -2.5581 0.3542 -0.3838
C -3.1584 -0.9124 0.0168
C -1.2739 0.8746 0.3188
C -0.1005 -0.1076 -0.2198
C 1.2219 0.2314 0.3475
C 3.5853 -0.5319 -0.0928
H -4.4495 1.1573 -0.7197
H -4.1430 1.0548 0.8757
H -2.5504 0.4838 -1.4395
H -1.1034 0.7091 1.3956
H -1.0164 1.8133 -0.0411
H -0.0265 0.0104 -1.3155
H -0.3585 -1.1770 -0.0663
H 1.2776 0.2848 1.4390
H 1.6277 1.1971 0.1379
H 1.8967 -1.8616 0.1044
H 5.4253 -0.7248 0.4149
H 3.3896 1.2746 -0.9113
H 4.6864 1.4562 0.1569
H -2.7650 -2.6899 -0.4056
N -3.5915 1.4271 -0.0834
N 2.1594 -0.8586 -0.0846
N 4.5478 -1.2980 0.2406
N 3.6540 0.8932 -0.0050
O -3.9212 -1.2528 0.9706
O -2.4556 -1.8072 -0.6501
```

Computed properties:
SMILES: [H]/N=C(\N)NCCC[C@H](N)C(=O)O
HOMO-LUMO gap: 9.37 eV
LUMO energy: 0.020 Eh
maximum force: 0.1176 Eh/bohr
energy above the lowest of the compared OMol25 structures with the same formula, charge and spin: 89.8 kcal/mol
2S+1: 1

Löwdin atomic charge list, values in e, 4 entries: C -0.336; C -0.478; C -0.076; C -0.198

---

[3]
Molecular formula: C6H14N5
Method: DFT, ωB97M-V/def2-TZVPD

The geometry in XYZ format:
```
25
C6H14N5, DFT ωB97M-V/def2-TZVPD
N -1.1924 -0.7499 -2.5988
C -1.2163 -1.6720 -1.4373
C -2.2141 -1.2103 -0.3815
C -1.7242 -0.1522 0.6378
C -0.4316 0.5965 0.2989
C 0.8090 -0.0579 0.9142
N 1.9033 0.9272 1.0423
C 2.2271 1.6832 2.0865
N 3.2668 2.4666 1.7580
N 3.5700 2.2119 0.5235
N 2.7544 1.2834 0.0887
H -1.3761 -1.2487 -3.4553
H -0.2945 -0.3042 -2.7107
H -1.5559 -2.6345 -1.7980
H -0.2180 -1.7949 -1.0258
H -3.0892 -0.8213 -0.8801
H -2.5286 -2.0847 0.1826
H -1.6267 -0.5846 1.6290
H -2.4956 0.6031 0.7235
H -0.3000 0.7458 -0.7666
H -0.4965 1.5901 0.7389
H 1.1825 -0.8834 0.3196
H 0.5939 -0.4250 1.9071
H 1.7327 1.6490 3.0363
H 2.7200 0.8668 -0.8328
```

Computed properties:
SMILES: NCCCCCn1cnn[nH+]1
HOMO-LUMO gap: 7.76 eV
LUMO energy: -0.173 Eh
total charge: +1
maximum force: 0.0204 Eh/bohr
energy above the lowest of the compared OMol25 structures with the same formula, charge and spin: 94.3 kcal/mol
2S+1: 1

Löwdin atomic charge list, values in e, 4 entries: N 0.004; C -0.265; C -0.179; C -0.170

---

[4]
Molecular formula: C6H14N5O4
Method: DFT, ωB97M-V/def2-TZVPD

The geometry in XYZ format:
```
29
C6H14N5O4, DFT ωB97M-V/def2-TZVPD
C 0.8903 1.0764 1.5489
C 0.2431 -1.3349 -0.0867
C 0.2051 2.1468 2.3556
C 0.0447 0.9554 -2.9949
C -1.8983 0.3693 -1.5593
C 0.0274 -1.1359 -1.5181
N 1.3768 -0.0319 2.2531
N 1.4736 -1.4034 0.4344
N 1.9644 -1.0297 1.6153
N -0.5048 -2.3120 2.0533
N -0.4498 0.2635 -1.6715
O -0.8055 -2.0534 3.1435
O 1.0751 1.0894 0.3283
O -0.5995 -0.9819 0.8167
O -0.1690 -3.2498 1.5290
H 0.8777 2.3250 3.2280
H -0.7842 2.0848 2.7661
H 0.2310 2.9861 1.6332
H -0.4507 0.4155 -3.9469
H -0.3603 1.9149 -3.0169
H 1.1118 0.9108 -2.9743
H -2.2330 0.0802 -0.5136
H -2.3911 1.4147 -1.5563
H -2.3782 -0.1744 -2.3035
H -0.8097 -1.7425 -1.8588
H 0.7882 -1.3515 -2.2706
H 1.3492 -0.1492 3.2809
H 2.2906 -1.9359 0.1162
H -0.1149 0.8536 -0.8310
```

Computed properties:
HOMO-LUMO gap (spin up / spin down): 7.13 / 7.22 eV
LUMO energy (spin up / spin down): -0.154 / -0.152 Eh
total charge: +1
maximum force: 0.0950 Eh/bohr
energy above the lowest of the compared OMol25 structures with the same formula, charge and spin: 93.2 kcal/mol
2S+1: 1

Löwdin atomic charge list, values in e, 4 entries: C -0.434; C -0.420; C 0.027; C 0.060

---

[5]
Molecular formula: C6H14N7
Method: DFT, ωB97M-V/def2-TZVPD

The geometry in XYZ format:
```
27
C6H14N7, DFT ωB97M-V/def2-TZVPD
C -0.2437 1.1710 -0.1114
C -2.6869 0.8376 -0.1378
C 2.4368 -0.2390 0.3649
C -1.3423 -1.8446 -0.1555
C 1.6338 -0.0880 -0.9872
C -0.7731 -0.9755 -1.2898
N 0.5883 2.1248 0.3028
N -1.5677 1.3928 0.0292
N 2.9243 0.9976 0.9544
N -1.6751 -1.2327 1.9094
N -3.8609 0.8157 -0.3861
N -2.0511 -0.9717 0.7796
N 0.1943 0.0215 -0.7441
H 1.7616 -0.5742 1.0267
H 3.1467 -0.9401 0.1526
H -2.1725 -2.4354 -0.6100
H -0.4435 -2.2753 0.2211
H 1.9152 -0.8891 -1.5321
H 2.1166 0.7014 -1.4699
H -1.5659 -0.5453 -1.7324
H -0.1281 -1.4469 -1.9611
H 0.0611 2.8750 0.7326
H 1.5410 1.7138 0.5217
H -2.1799 -0.5748 2.5221
H -4.6435 0.2149 -0.2727
H 3.5709 0.7162 1.6594
H 3.4436 1.4505 0.2136
```

Computed properties:
HOMO-LUMO gap (spin up / spin down): 7.73 / 7.55 eV
⟨S²⟩: 2.01
LUMO energy (spin up / spin down): -0.105 / -0.214 Eh
total charge: +1
maximum force: 0.0964 Eh/bohr
energy above the lowest of the compared OMol25 structures with the same formula, charge and spin: 0.0 kcal/mol
2S+1: 3

Löwdin atomic charge list, values in e, 4 entries: C -0.325; C -0.281; C -0.196; C -0.131

---

[6]
Molecular formula: C6H14NO
Method: DFT, ωB97M-V/def2-TZVPD

The geometry in XYZ format:
```
22
C6H14NO, DFT ωB97M-V/def2-TZVPD
C -0.5922 0.0464 0.5048
C -1.5974 -0.3611 -0.5917
C -2.7797 0.6512 -0.6837
O -3.5224 0.5190 0.4415
C -0.1484 -0.1384 -0.9304
N 2.5682 0.5588 -1.0785
C 3.2969 -0.1744 -0.2791
C 4.2442 0.2748 0.8437
H -0.9657 0.9680 0.9320
H -0.3291 -0.7233 1.2174
H -5.8156 -1.1581 1.3966
H -1.9237 -1.3886 -0.4838
H -3.3166 0.4288 -1.6477
H -2.3049 1.6615 -0.7615
H 0.4797 -0.9843 -1.1862
H 0.0491 0.7798 -1.4731
H -6.2865 -1.4806 0.9249
H 2.1334 0.5555 -0.0120
H 3.3419 -1.2745 -0.3844
H 4.0816 1.3528 0.9518
H 5.3051 0.2170 0.5599
H 4.0821 -0.3303 1.7394
```

Computed properties:
HOMO-LUMO gap: 5.20 eV
LUMO energy: 0.111 Eh
total charge: -1
maximum force: 0.0537 Eh/bohr
energy above the lowest of the compared OMol25 structures with the same formula, charge and spin: 141.5 kcal/mol
2S+1: 1

Löwdin atomic charge list, values in e, 4 entries: C -0.163; C -0.295; C -0.525; O -0.390

---

[7]
Molecular formula: C6H14NO
Method: DFT, ωB97M-V/def2-TZVPD

The geometry in XYZ format:
```
22
C6H14NO, DFT ωB97M-V/def2-TZVPD
C -1.8020 0.1087 1.6770
N -1.6530 -0.0606 0.2516
C -0.3047 -0.4934 -0.0777
C 0.6080 0.5472 -0.5044
C 1.4429 1.2792 0.6950
C 2.1961 2.4654 0.2835
C -0.5540 -1.5642 -1.4450
O 0.0038 -2.6581 -1.1655
H -1.7320 -0.8802 2.1338
H -0.8047 0.6666 2.2852
H -2.5848 0.7938 1.8352
H -2.3267 -0.8141 0.2019
H 0.3655 -1.1422 0.6028
H 0.1220 1.3236 -1.2114
H 1.4454 0.0935 -1.0425
H 0.5061 1.4790 1.3402
H 2.0502 0.5993 1.1919
H 2.7642 3.1087 1.0438
H 1.4721 3.1105 -0.1452
H 2.8693 2.2457 -0.4989
H -0.3794 -1.1925 -2.5292
H -1.7449 -1.7597 -1.4156
```

Computed properties:
SMILES: CCC[C@H](C[O-])NC
HOMO-LUMO gap: 5.90 eV
LUMO energy: 0.137 Eh
total charge: -1
maximum force: 0.1021 Eh/bohr
energy above the lowest of the compared OMol25 structures with the same formula, charge and spin: 80.3 kcal/mol
2S+1: 1

Löwdin atomic charge list, values in e, 4 entries: C -0.178; N -0.110; C -0.380; C -0.218

---

[8]
Molecular formula: C6H14NO
Method: DFT, ωB97M-V/def2-TZVPD

The geometry in XYZ format:
```
22
C6H14NO, DFT ωB97M-V/def2-TZVPD
C 1.4068 0.3117 2.3769
C 0.1689 0.4888 1.5024
N 0.3602 -0.2251 0.2241
C -0.1461 -1.5986 0.3090
C -1.6880 0.6321 -1.0722
C -0.1861 0.5024 -0.9205
C 0.4391 0.0367 -2.2807
O 0.2427 0.9343 -3.2547
H 1.4422 -0.6331 2.9169
H 2.2577 0.3323 1.6938
H 1.5351 1.0948 3.1257
H -0.7653 0.1286 1.9505
H 0.0702 1.5488 1.2789
H -1.0233 -1.7831 -0.3140
H 0.6579 -2.2568 -0.0336
H -0.3503 -1.8720 1.3403
H -2.1981 1.0803 -0.2092
H -1.8028 1.2470 -1.9572
H -2.2018 -0.3139 -1.2665
H 0.2664 1.5018 -0.8994
H 0.0110 -0.9817 -2.5206
H 1.5036 -0.1754 -1.9901
```

Computed properties:
SMILES: CCN(C)[C@H](C)C[O-]
HOMO-LUMO gap: 5.92 eV
LUMO energy: 0.136 Eh
total charge: -1
maximum force: 0.0241 Eh/bohr
energy above the lowest of the compared OMol25 structures with the same formula, charge and spin: 24.4 kcal/mol
2S+1: 1

Löwdin atomic charge list, values in e, 4 entries: C -0.105; C -0.278; N -0.195; C -0.100

---

[9]
Molecular formula: C6H14NO
Method: DFT, ωB97M-V/def2-TZVPD

The geometry in XYZ format:
```
22
C6H14NO, DFT ωB97M-V/def2-TZVPD
C 2.3182 -0.2759 -0.7812
C 3.2422 0.0163 0.3811
C 0.8737 0.0838 -0.4053
N 0.7909 1.4103 0.2466
C -1.1907 0.8230 1.4558
C -0.4778 1.2807 0.2223
C -3.3265 -1.0633 -0.8128
O -3.9083 -0.2898 0.1087
H 2.5901 0.3453 -1.6371
H 2.3824 -1.3501 -0.9511
H 3.2364 1.0280 0.7616
H 4.2669 -0.3164 0.1740
H 2.9860 -0.6193 1.2407
H 0.5784 -0.7772 0.2236
H 0.3458 -0.0718 -1.3626
H -2.8576 -0.4896 -1.6687
H -2.2353 0.6205 1.1462
H -1.1230 1.5905 2.2050
H -0.8031 -0.1462 1.7575
H -1.1546 1.7039 -0.5358
H -2.5063 -1.7348 -0.4361
H -4.0277 -1.7681 -1.3325
```

Computed properties:
HOMO-LUMO gap: 5.95 eV
LUMO energy: 0.131 Eh
total charge: -1
maximum force: 0.0686 Eh/bohr
energy above the lowest of the compared OMol25 structures with the same formula, charge and spin: 98.6 kcal/mol
2S+1: 1

Löwdin atomic charge list, values in e, 4 entries: C -0.257; C -0.147; C -0.322; N -0.010

---

[10]
Molecular formula: C6H14NO
Method: DFT, ωB97M-V/def2-TZVPD

The geometry in XYZ format:
```
22
C6H14NO, DFT ωB97M-V/def2-TZVPD
C 0.2145 2.5182 -1.4026
O -0.0940 3.7081 -0.8863
C 0.3950 1.3426 -0.2656
C 0.1087 -0.0608 -0.8024
C -1.1004 -0.8031 -0.1670
C -0.7847 -1.3447 1.2382
C -0.3193 -2.8256 1.1636
N 1.7427 1.3446 0.3731
H -0.5208 2.0449 -2.0869
H 1.2679 2.5566 -1.8043
H -0.3019 1.6697 0.5041
H -0.1273 0.0843 -1.8713
H 0.9811 -0.7155 -0.7580
H -1.4458 -1.5913 -0.8337
H -1.8674 -0.0238 -0.0713
H -1.7329 -1.3309 1.7803
H -0.0250 -0.7570 1.7460
H 0.5408 -2.8088 0.4883
H -0.0439 -3.3087 2.1155
H -1.0951 -3.4947 0.8006
H 1.7441 2.1247 1.0258
H 2.4637 1.6711 -0.2861
```

Computed properties:
HOMO-LUMO gap (spin up / spin down): 2.87 / 6.92 eV
⟨S²⟩: 0.75
LUMO energy (spin up / spin down): 0.250 / 0.249 Eh
total charge: -2
maximum force: 0.0472 Eh/bohr
energy above the lowest of the compared OMol25 structures with the same formula, charge and spin: 10.0 kcal/mol
2S+1: 2

Löwdin atomic charge list, values in e, 4 entries: C -0.516; O -0.386; C -0.381; C -0.221